[1]
Molecular formula: C14H27Cl4N7O14
Method: DFT, the ωB97M-V functional and the def2-TZVPD basis

**Charge**: 0
**HOMO level**: -0.3392 Ha
**Max |F|**: 2.397 eV Å⁻¹
**SMILES string**: C[N+](=O)[O-].C[N+](=O)[O-].C[N+](=O)[O-].C[N+](=O)[O-].C[N+](=O)[O-].C[N+](=O)[O-].C[N+](=O)[O-].ClC(Cl)(Cl)Cl.c1ccccc1
**2S+1**: 1

```
66
Properties=species:S:1:pos:R:3:forces:R:3:lowdin_charge:R:1
C 12.703 -15.939 25.091 0.23 -0.66 0.13 -2.0325
Cl 12.733 -15.994 26.872 -0.19 0.47 -0.35 0.5148
Cl 11.390 -17.023 24.547 0.23 0.36 -0.04 0.5215
Cl 12.495 -14.336 24.404 -0.25 0.03 0.38 0.5395
Cl 14.265 -16.558 24.536 -0.02 -0.18 -0.15 0.5143
C 10.768 -20.316 23.298 0.47 0.64 -0.53 0.0449
N 10.143 -20.058 21.958 -1.10 -0.39 2.09 -0.4183
O 10.325 -20.878 21.100 0.34 -0.16 -0.99 0.0636
O 9.367 -19.127 21.909 0.09 0.54 -0.66 0.0463
H 10.463 -21.299 23.633 0.36 -0.19 -0.26 0.0656
H 10.421 -19.572 23.999 -0.11 0.11 -0.11 0.0449
H 11.828 -20.175 23.083 0.11 -0.52 0.52 0.0894
C 9.400 -22.992 27.035 0.05 -0.32 1.01 0.0380
N 8.682 -22.208 26.030 0.11 0.42 -1.08 -0.4453
O 9.134 -21.110 25.761 0.17 0.22 0.34 0.0443
O 7.743 -22.690 25.445 -0.40 -0.56 0.17 0.0783
H 9.857 -22.270 27.703 0.15 -0.15 0.01 0.1039
H 10.145 -23.610 26.545 0.06 0.24 -0.21 0.0731
H 8.720 -23.650 27.568 -0.22 0.17 -0.12 0.1015
C 8.019 -22.527 18.624 0.37 -0.48 1.28 0.0363
N 7.530 -23.731 17.900 -0.32 -0.53 -0.03 -0.4413
O 8.284 -24.633 17.605 0.31 0.36 0.05 0.0731
O 6.326 -23.764 17.716 0.19 0.24 -0.15 0.0577
H 9.015 -22.633 19.052 0.29 -0.36 -0.82 0.0894
H 7.414 -22.538 19.528 -0.50 0.65 -0.34 0.0939
H 7.928 -21.643 18.007 -0.34 -0.01 0.02 0.0868
C 8.223 -16.368 20.530 -0.45 0.60 0.59 0.0455
N 8.851 -16.804 19.254 1.87 -0.58 0.75 -0.4123
O 9.755 -16.096 18.826 -0.94 0.04 -0.21 0.0560
O 8.656 -17.942 18.871 -0.62 0.35 -0.28 0.0430
H 7.321 -15.773 20.400 -0.02 -0.19 -0.56 0.1016
H 8.940 -15.717 21.019 0.14 -0.13 -0.06 0.0967
H 7.991 -17.228 21.147 0.09 -0.21 -0.27 0.0745
C 14.265 -19.815 20.829 0.66 0.21 -0.29 0.0516
N 15.240 -20.187 21.902 -0.58 0.78 0.82 -0.4363
O 16.417 -20.248 21.614 -0.46 -0.32 0.05 0.0715
O 14.776 -20.249 23.039 0.50 -0.34 -0.65 0.0323
H 14.398 -20.474 19.978 -0.08 -0.07 0.09 0.0810
H 14.578 -18.808 20.554 -0.11 -0.02 -0.13 0.1071
H 13.258 -19.800 21.220 0.02 -0.25 0.08 0.0721
C 12.216 -25.418 23.607 -0.91 -0.48 0.09 0.0580
N 11.523 -24.101 23.748 1.32 -0.27 -1.00 -0.4285
O 11.142 -23.622 22.704 -0.56 0.30 0.21 0.0806
O 11.539 -23.550 24.825 -0.41 0.11 0.33 0.0532
H 11.601 -26.022 22.944 -0.01 0.07 -0.03 0.0995
H 12.252 -25.885 24.586 0.42 0.12 -0.01 0.0959
H 13.163 -25.242 23.110 0.16 0.12 0.31 0.1065
C 10.769 -20.411 17.820 -1.33 0.62 -0.94 0.0204
N 11.767 -21.470 17.722 0.90 0.22 1.76 -0.4487
O 12.702 -21.352 18.496 0.44 0.03 0.12 0.0376
O 11.643 -22.379 16.957 -0.49 -0.48 -0.85 0.1013
H 11.230 -19.485 17.486 -0.02 -0.10 -0.24 0.1110
H 10.373 -20.211 18.812 0.47 -0.57 0.27 0.0673
H 9.954 -20.736 17.176 0.03 0.41 -0.14 0.0907
C 5.511 -20.472 21.633 1.01 -0.35 -0.56 -0.0836
C 6.481 -20.198 20.664 -0.95 0.45 -0.46 -0.0998
C 6.030 -19.820 19.394 -0.08 -1.06 0.48 -0.1025
C 4.670 -19.916 19.076 0.81 1.47 -0.94 -0.0947
C 3.707 -20.208 20.013 0.71 -0.78 0.42 -0.0883
C 4.180 -20.570 21.268 -0.81 0.57 1.09 -0.1014
H 5.907 -20.614 22.632 -0.56 -0.39 0.17 0.1021
H 7.528 -20.296 20.911 0.07 0.43 -0.05 0.0722
H 6.719 -19.532 18.613 0.08 -0.02 0.04 0.0790
H 4.466 -19.585 18.062 -0.57 -0.22 0.07 0.1019
H 2.642 -20.220 19.838 0.02 -0.03 -0.32 0.1022
H 3.440 -20.829 22.020 0.13 0.01 0.08 0.1002
```
Positions in Å, forces in eV/Å.

[2]
Molecular formula: C5H11O4Pb
Method: DFT, the ωB97M-V functional and the def2-TZVPD basis

**Charge**: 0
**HOMO level (alpha / beta)**: -0.2848 / -0.2823 Ha
**Max |F|**: 8.861 eV Å⁻¹
**2S+1**: 2

```
21
Properties=species:S:1:pos:R:3:forces:R:3:lowdin_charge:R:1
C 2.053 -4.784 0.198 0.12 -0.82 0.92 -0.2740
O 1.975 -4.108 -0.992 -2.31 3.04 -2.49 -0.2593
H 1.085 -5.208 0.523 0.23 0.07 0.05 0.0655
H 2.758 -5.657 0.040 -0.69 0.82 0.12 0.0893
H 2.476 -4.177 1.019 -0.19 -0.13 -0.12 0.0668
O -0.232 -0.991 -0.902 5.89 -2.32 -4.66 -0.4266
C -0.042 -2.002 -1.788 0.93 1.25 -0.33 -0.2770
C -1.312 -2.498 -2.448 0.38 -0.62 -0.42 -0.1729
O -2.321 -2.553 -1.432 -0.07 -1.63 -1.12 -0.3258
C -3.691 -2.490 -1.835 -0.80 -0.05 -0.49 -0.1832
C -4.482 -2.044 -0.604 -1.16 -0.55 -0.20 -0.3424
O -3.904 -0.931 0.000 -6.55 -0.98 -1.01 -0.4905
Pb -1.994 -0.897 -0.106 1.56 4.36 7.55 1.4173
H 1.039 -3.210 -1.250 2.16 -2.53 1.44 0.1884
H 0.770 -1.804 -2.508 -0.13 -0.36 0.13 0.1244
H -1.173 -3.489 -2.906 -0.08 0.24 0.19 0.1431
H -1.659 -1.801 -3.233 0.15 -0.06 0.18 0.1367
H -4.023 -3.469 -2.212 0.16 0.27 0.17 0.1418
H -3.786 -1.741 -2.641 0.05 -0.18 0.18 0.1338
H -4.540 -2.903 0.097 0.01 0.30 -0.17 0.1205
H -5.519 -1.843 -0.940 0.31 -0.12 0.07 0.1241
```
Positions in Å, forces in eV/Å.

[3]
Molecular formula: C5H9NO
Method: DFT, the ωB97M-V functional and the def2-TZVPD basis

**Charge**: 0
**HOMO level**: -0.3906 Ha
**Max |F|**: 1.143 eV Å⁻¹
**SMILES string**: CC[C@@H](O)CC#N
**2S+1**: 1

```
16
Properties=species:S:1:pos:R:3:forces:R:3:lowdin_charge:R:1
C 2.105 -0.185 0.201 -0.02 -0.01 0.00 -0.1046
C 0.756 0.548 0.359 -0.23 -0.16 0.07 -0.1921
C -0.286 0.043 -0.702 -0.12 -0.34 0.02 -0.3415
O -0.057 -1.318 -1.008 0.73 -0.51 -0.03 -0.0779
C -1.850 -0.043 -0.367 0.32 0.43 -0.04 -0.1105
C -2.228 0.771 0.775 -0.05 0.78 0.83 -0.2437
N -2.378 1.370 1.751 -0.06 -0.37 -0.73 0.1437
H 2.613 0.067 -0.738 -0.20 0.01 0.13 0.0796
H 2.790 0.061 1.021 -0.22 0.10 -0.12 0.0745
H 1.975 -1.270 0.201 0.08 0.17 0.05 0.0635
H 0.953 1.629 0.284 -0.42 -0.31 -0.17 0.1144
H 0.374 0.396 1.375 -0.03 -0.10 -0.06 0.1002
H -0.050 0.594 -1.630 -0.67 -0.19 0.29 0.1485
H -0.117 -1.743 -0.141 0.12 -0.41 -0.35 0.0951
H -2.155 -1.084 -0.116 0.64 0.57 -0.09 0.1302
H -2.444 0.166 -1.263 0.15 0.33 0.22 0.1206
```
Positions in Å, forces in eV/Å.

[4]
Molecular formula: C40H33Br3MnN4O3Te
Method: DFT, the ωB97M-V functional and the def2-TZVPD basis

**Charge**: 0
**HOMO level (alpha / beta)**: -0.2470 / -0.2768 Ha
**Max |F|**: 2.813 eV Å⁻¹
**2S+1**: 6

```
85
Properties=species:S:1:pos:R:3:forces:R:3:lowdin_charge:R:1
Mn -0.554 0.140 0.019 0.87 1.12 -0.05 0.4359
Br -2.528 -0.150 1.778 -0.56 0.04 0.14 0.8689
C -3.692 1.010 0.749 -0.18 -0.02 0.10 -0.5111
C -4.909 1.314 1.290 0.37 -0.32 0.18 -0.1291
C -5.759 2.199 0.610 -0.06 0.13 -0.21 -0.0838
C -5.364 2.737 -0.581 -0.16 0.06 0.04 -0.0364
C -4.109 2.424 -1.148 0.07 -0.25 0.29 -0.1677
C -3.687 3.019 -2.357 0.17 0.17 -0.34 -0.0498
C -2.447 2.752 -2.865 -0.30 0.25 -0.11 -0.0890
C -1.578 1.880 -2.189 -0.19 -0.23 0.33 -0.1305
C -1.922 1.264 -1.004 -0.55 0.23 -0.67 -0.1934
C -3.225 1.530 -0.478 0.10 0.24 -0.51 -0.2353
H -5.206 0.889 2.237 -0.01 -0.01 0.08 0.0956
H -6.714 2.457 1.048 -0.03 -0.01 -0.02 0.1025
H -6.004 3.435 -1.107 -0.06 0.02 -0.01 0.1099
H -4.355 3.706 -2.864 -0.02 -0.02 0.02 0.1061
H -2.113 3.215 -3.786 -0.10 0.08 -0.05 0.0975
H -0.601 1.711 -2.633 -0.08 0.06 0.01 0.0700
Br 3.686 -0.332 -5.526 -0.32 0.04 0.33 0.7637
C 2.531 -0.129 -4.024 0.59 0.64 0.16 -0.6461
C 2.778 0.888 -3.095 -0.11 -0.58 -0.55 -0.0660
C 1.956 0.940 -1.988 -0.02 0.03 0.25 -0.0983
N 0.950 0.099 -1.764 -0.37 -1.07 -0.84 0.0779
C 0.665 -0.851 -2.702 1.95 1.80 0.03 -0.2064
C 1.477 -0.988 -3.846 -0.74 -0.25 0.45 -0.0556
C -0.479 -1.686 -2.455 -2.19 -1.28 1.21 -0.1781
C -0.926 -2.644 -3.382 0.52 0.72 0.18 -0.0462
C -1.994 -3.443 -3.073 -0.85 -0.30 0.68 -0.6560
Br -2.532 -4.838 -4.244 0.15 0.35 0.19 0.7784
C -2.672 -3.263 -1.861 0.30 -0.29 -1.00 -0.0768
C -2.197 -2.297 -1.011 0.24 0.32 0.22 -0.1308
N -1.123 -1.535 -1.247 0.45 -0.89 -1.59 0.0283
H 3.584 1.592 -3.232 0.02 0.01 0.04 0.1096
H 2.117 1.698 -1.235 -0.03 0.00 0.12 0.1132
H 1.288 -1.763 -4.572 0.02 0.00 0.00 0.1026
H -0.431 -2.765 -4.330 0.06 -0.02 -0.05 0.1066
H -3.520 -3.876 -1.594 0.00 0.04 0.01 0.1130
H -2.695 -2.146 -0.063 0.05 0.10 0.09 0.0712
C 0.586 5.017 -0.101 -0.06 0.06 0.12 -0.0661
C -0.036 5.173 1.283 0.09 -0.04 -0.06 -0.1596
C 0.265 3.956 2.178 -0.36 0.46 0.10 -0.3133
C -0.495 4.045 3.518 0.15 -0.09 0.04 -0.1579
C -0.356 2.764 4.334 -0.02 0.10 0.06 -0.0667
C 1.744 3.932 2.477 -0.15 -0.27 -0.18 -0.4369
O 2.324 4.847 3.009 0.17 0.25 0.17 0.1032
N 2.399 2.785 2.118 0.45 -0.01 0.10 0.2157
C 1.862 1.673 1.469 -0.01 -0.01 0.16 -0.5806
O 2.578 0.706 1.263 0.48 0.27 -0.09 -0.0521
N 0.566 1.718 1.098 -0.12 -0.84 -0.30 0.1094
C -0.251 2.734 1.454 -0.42 -0.21 -0.10 -0.4839
O -1.445 2.650 1.194 0.29 0.70 0.57 0.0159
H 0.353 5.881 -0.720 0.02 0.01 -0.09 0.0764
H 0.202 4.123 -0.595 -0.02 0.04 -0.10 0.0682
H 1.672 4.936 -0.028 0.09 0.01 -0.06 0.0788
H -1.119 5.260 1.191 0.01 -0.01 0.06 0.1221
H 0.354 6.066 1.773 -0.04 0.00 0.06 0.1219
H -1.544 4.226 3.294 -0.05 0.04 -0.06 0.1200
H -0.103 4.893 4.083 -0.02 0.04 -0.08 0.1233
H -0.742 1.907 3.780 -0.05 -0.04 0.04 0.0613
H -0.916 2.845 5.265 0.04 -0.05 0.03 0.0774
H 0.689 2.568 4.580 0.03 -0.03 0.08 0.0813
H 3.383 2.726 2.345 -0.06 -0.01 0.00 0.1635
Te 0.957 -1.938 1.250 0.85 -1.86 0.29 1.4512
C 2.368 -3.126 2.388 -0.32 0.41 -0.20 -0.4691
C 3.691 -3.198 1.984 0.08 0.27 -0.22 -0.1335
C 4.568 -4.064 2.616 0.10 0.01 -0.05 -0.0843
C 4.128 -4.857 3.661 0.09 -0.07 0.03 -0.0902
C 2.812 -4.771 4.079 -0.01 -0.15 0.18 -0.0908
C 1.933 -3.909 3.445 -0.36 0.11 0.08 -0.1455
C 1.070 -3.394 -0.322 -0.20 0.38 0.42 -0.4898
C 2.019 -3.233 -1.320 0.25 0.20 0.12 -0.1536
C 2.035 -4.082 -2.412 0.13 -0.05 -0.10 -0.0886
C 1.100 -5.095 -2.509 0.06 -0.21 -0.20 -0.0929
C 0.181 -5.290 -1.492 -0.10 -0.18 0.03 -0.0949
C 0.165 -4.443 -0.398 -0.05 -0.02 0.10 -0.1350
H 4.042 -2.568 1.176 0.01 0.00 -0.02 0.0983
H 5.599 -4.115 2.293 0.03 0.01 -0.03 0.1042
H 4.812 -5.539 4.147 0.01 -0.01 0.04 0.1029
H 2.467 -5.385 4.901 -0.03 0.02 0.00 0.1038
H 0.904 -3.848 3.777 0.00 -0.04 -0.03 0.0905
H 2.736 -2.421 -1.253 -0.02 -0.02 -0.01 0.1032
H 2.767 -3.937 -3.196 0.04 -0.01 -0.03 0.1095
H 1.081 -5.736 -3.382 0.03 -0.06 0.01 0.1073
H -0.541 -6.093 -1.559 -0.02 -0.02 -0.02 0.1083
H -0.565 -4.584 0.388 -0.01 0.00 0.00 0.1031
```
Positions in Å, forces in eV/Å.